1.
ORCA calculation (ωB97M-V/def2-TZVPD) on C19H49F3GaN6O3P2S as an isolated structure in a non-equilibrium geometry.

The HOMO energy comes out at -4.50 eV. The net charge is -1. For the gap between HOMO and LUMO, the calculation gives 5.9 eV. As for the total energy: -125519.91396 eV. The value obtained for the maximum force is 7.5 eV/A.

```
84
Properties=species:S:1:pos:R:3:forces:R:3:lowdin_charge:R:1
C 0.00039 0.14752 1.38626 -0.38 -0.42 0.08 -0.15
C -0.94509 -0.77796 0.54896 0.67 1.32 0.22 -0.27
C -1.43013 0.04023 -0.68040 -0.49 -1.17 -0.87 -0.30
C -2.95812 -0.02203 -0.96903 0.30 0.42 0.07 -0.26
Ga -4.21096 0.50982 0.56325 -0.11 0.09 -0.65 0.28
S -3.18016 1.09257 2.54086 0.10 0.19 0.52 0.34
C -5.61663 -0.91608 1.00986 1.04 0.28 -0.61 -0.21
C -5.19706 -2.31521 0.55635 -0.15 1.81 0.76 -0.36
O -5.93025 -3.25036 0.68888 -0.35 -1.43 -0.19 0.00
C -5.26609 2.21497 -0.06163 1.15 -1.85 1.06 -0.62
F -4.56045 3.03250 -0.88851 -0.43 0.50 -0.33 0.03
F -5.64187 2.97191 1.00550 -0.44 0.60 -0.29 0.01
F -6.41586 1.85105 -0.70867 -0.26 0.68 -0.33 0.02
H 1.04500 0.00174 1.07068 -0.16 0.04 0.29 0.06
H -0.24581 1.20366 1.23952 0.02 -0.25 0.01 0.03
H -0.13859 -0.02435 2.46300 0.40 -0.13 -0.23 0.05
H -0.37135 -1.66457 0.24408 -0.31 0.10 -0.05 0.08
H -1.77704 -1.11415 1.17888 0.08 0.16 -0.24 0.06
H -0.91669 -0.39072 -1.56521 -0.06 0.27 0.18 0.09
H -1.11445 1.09129 -0.65703 -0.06 -0.24 0.39 0.09
H -3.14702 0.70472 -1.78123 -0.10 -0.25 0.18 0.04
H -3.22648 -1.00770 -1.38346 0.08 0.17 0.18 0.03
H -2.62880 2.31634 2.36719 -0.20 -0.35 -0.28 -0.25
H -5.81406 -0.87638 2.08865 -0.19 -0.31 -0.25 0.05
H -6.52591 -0.66108 0.44443 0.06 -0.09 0.34 0.05
H -4.18725 -2.41887 0.10112 -0.17 -0.18 0.04 0.09
O -0.77970 -4.55234 -1.72929 -0.46 -3.49 2.17 -0.29
P 0.14840 -5.45188 -2.53530 1.89 5.86 -4.32 0.74
N 1.59585 -4.59883 -2.17132 0.91 -0.40 0.61 -0.36
C 2.29786 -3.59392 -2.93322 0.13 -0.14 -0.26 -0.13
C 2.01305 -4.63539 -0.77518 -0.47 -0.15 0.14 -0.13
N -0.60932 -5.03719 -4.03551 -1.42 -0.23 -0.46 -0.35
C -0.00805 -4.24173 -5.08030 0.44 -0.52 -0.18 -0.14
C -2.04156 -4.74576 -3.97130 -0.03 0.17 0.26 -0.14
N 1.05131 -6.61696 -3.45334 -1.00 -1.17 1.02 -0.31
C 2.48920 -6.75628 -3.55587 0.41 -0.45 0.70 -0.12
C 0.33410 -7.53300 -4.33611 -0.15 -0.31 0.16 -0.13
H 3.38032 -3.71257 -2.79174 -0.02 0.07 0.15 0.08
H 2.02121 -2.57681 -2.62856 -0.02 0.02 -0.08 0.09
H 2.16033 -3.68600 -4.00563 -0.25 -0.02 0.01 0.04
H 2.34083 -5.64702 -0.49798 0.01 0.00 0.13 0.07
H 1.20355 -4.34022 -0.10110 0.00 -0.01 0.02 0.07
H 2.85078 -3.96387 -0.58592 -0.02 0.02 -0.20 0.08
H 0.11766 -3.19408 -4.78112 0.08 0.04 -0.06 0.09
H -0.63181 -4.25421 -5.97855 -0.15 -0.05 0.11 0.08
H 0.95093 -4.65961 -5.39958 0.12 0.11 0.15 0.07
H -2.23814 -3.71878 -3.64425 -0.10 -0.02 0.06 0.08
H -2.54603 -5.42400 -3.28570 0.03 0.13 0.08 0.07
H -2.50556 -4.88839 -4.95198 0.22 -0.01 -0.11 0.08
H 2.89414 -6.08291 -4.31712 -0.05 0.11 0.06 0.08
H 2.76698 -7.77665 -3.83908 -0.21 0.00 -0.08 0.08
H 2.99776 -6.57949 -2.61049 -0.05 0.26 -0.06 0.07
H 0.37271 -7.18263 -5.37201 0.00 0.02 0.02 0.08
H -0.70950 -7.62631 -4.04556 0.00 0.14 -0.10 0.08
H 0.75790 -8.54145 -4.29722 0.12 0.06 0.07 0.07
O 0.68237 3.42890 2.07460 -3.22 1.37 1.29 -0.29
P 1.11261 4.66970 2.82925 6.23 -0.60 -1.64 0.73
N 1.75876 5.53833 1.49647 -0.18 0.73 -0.44 -0.35
C 3.12937 5.72216 1.08824 0.13 0.24 0.24 -0.14
C 0.80785 5.86859 0.44085 -0.34 -0.36 0.16 -0.13
N 2.25826 3.86387 3.83749 -0.22 -0.90 0.74 -0.33
C 3.68723 4.06558 3.79679 -0.02 0.65 0.28 -0.15
C 1.97182 2.45910 4.13306 -0.17 -0.13 -0.26 -0.14
N 1.24926 6.06365 3.84268 -1.68 -0.75 0.44 -0.30
C 1.60211 7.41519 3.46127 -0.56 0.44 -0.41 -0.12
C 1.10463 5.90356 5.28703 -0.27 -0.06 0.12 -0.13
H 3.25888 6.72895 0.66954 -0.06 -0.06 -0.15 0.08
H 3.43589 4.99232 0.32736 0.08 -0.01 0.03 0.09
H 3.83693 5.68554 1.91136 -0.11 -0.20 0.08 0.04
H 0.08575 6.61646 0.79386 -0.10 -0.01 -0.10 0.07
H 0.25235 4.98872 0.10424 -0.04 0.02 0.03 0.07
H 1.30517 6.29054 -0.43309 0.17 0.00 0.14 0.08
H 4.13342 3.67918 2.87161 0.09 0.06 0.00 0.08
H 4.17069 3.55325 4.63328 -0.16 -0.11 0.01 0.08
H 3.94616 5.12042 3.92701 -0.02 0.04 -0.22 0.07
H 2.28986 1.79463 3.32186 -0.10 -0.08 0.00 0.08
H 0.90752 2.30557 4.30021 0.03 -0.04 -0.17 0.07
H 2.48178 2.14985 5.05055 0.14 0.22 -0.01 0.08
H 2.68857 7.54007 3.41947 0.02 -0.07 -0.09 0.08
H 1.21613 8.14101 4.18378 -0.01 -0.20 0.14 0.08
H 1.16813 7.71060 2.50831 0.19 -0.15 -0.09 0.07
H 2.08451 5.86663 5.77330 0.00 -0.02 -0.01 0.08
H 0.56686 4.99051 5.53161 0.14 -0.06 -0.02 0.08
H 0.53270 6.72650 5.72608 0.02 0.06 -0.13 0.07
```
Forces are in eV/Å.

***

2.
ORCA calculation (ωB97M-V/def2-TZVPD) on C48H65MnN2O2 as an isolated structure.

The spin multiplicity is 6. The HOMO energy (alpha / beta) comes out at -3.77 / -4.52 eV. The expectation value of S² is 8.757. The net charge is -1. The energy above the lowest of the compared OMol25 structures with the same formula, charge and spin is 1.0 kcal/mol. For the gap between HOMO and LUMO (alpha / beta), the calculation gives 6.3 / 7.0 eV. As for the total energy: -89230.72208 eV. The value obtained for the maximum force is 0.6 eV/A.

```
118
Properties=species:S:1:pos:R:3:forces:R:3:lowdin_spin:R:1
Mn 0.79791 1.68610 0.09172 0.13 -0.61 -0.04 4.65
C 2.39916 4.33911 0.45912 0.01 0.02 -0.05 0.01
N 1.56549 3.73871 -0.58606 -0.03 0.10 0.04 0.03
C 0.49668 4.66444 -0.96431 0.05 0.01 0.00 0.00
C 2.39292 3.38806 -1.75447 -0.01 0.00 0.03 0.00
C 1.77536 2.30808 -2.64232 -0.01 -0.03 0.01 0.00
N 1.68573 1.00828 -1.96024 -0.02 0.09 -0.10 0.03
C 0.84767 0.06378 -2.71025 0.06 -0.03 -0.01 0.00
C -0.66039 0.21631 -2.72964 -0.05 0.06 -0.05 0.00
C -1.31610 -0.74189 -3.48870 -0.03 0.00 -0.03 0.00
C -2.69643 -0.80980 -3.58455 0.00 0.02 0.01 0.00
C -3.41547 0.15259 -2.87861 0.00 -0.02 -0.03 0.00
C -2.81921 1.13482 -2.10204 0.01 0.01 -0.01 0.00
C -1.39691 1.17736 -2.00087 0.01 -0.11 0.05 0.01
O -0.79464 2.05112 -1.23923 0.06 0.20 0.10 0.06
C -3.66970 2.12128 -1.29857 -0.03 0.03 0.01 0.00
C -3.32167 3.56828 -1.67882 -0.02 -0.03 -0.03 0.00
C -3.41961 1.90223 0.19890 -0.02 0.03 0.04 0.00
C -5.17234 1.94608 -1.54690 0.05 -0.01 0.00 0.00
C -3.35771 -1.92178 -4.39363 0.01 -0.01 -0.04 0.00
C -2.97905 -3.28315 -3.79411 0.01 -0.03 -0.01 0.00
C -4.88184 -1.81128 -4.39466 -0.05 -0.01 0.00 0.00
C -2.87886 -1.86747 -5.85130 -0.01 -0.01 0.00 0.00
C 3.02123 0.38306 -1.82347 -0.04 -0.01 0.00 0.00
C 3.10440 -0.54620 -0.65216 0.08 0.09 0.04 0.01
C 3.20844 -1.92100 -0.79725 -0.03 -0.07 0.04 0.00
C 3.36324 -2.74375 0.30774 0.00 0.03 -0.03 0.00
C 3.52160 -2.11383 1.54586 0.01 -0.03 -0.01 0.00
C 3.45228 -0.74428 1.74029 0.00 0.07 -0.07 0.00
C 3.12519 0.07016 0.61876 -0.06 0.02 0.00 0.01
O 2.86549 1.35469 0.69982 0.12 0.12 0.00 0.05
C 3.79481 -0.10251 3.08465 -0.04 -0.04 0.05 0.00
C 2.61291 0.68877 3.65108 0.02 0.01 0.05 0.00
C 4.20346 -1.13724 4.13716 0.01 0.01 -0.01 0.00
C 4.98610 0.84558 2.88093 0.02 0.01 0.00 0.00
C 3.35917 -4.26719 0.23157 -0.04 -0.03 0.00 0.00
C 2.18299 -4.80646 1.06037 0.01 -0.01 -0.02 0.00
C 4.67180 -4.83303 0.78721 0.02 -0.02 0.02 0.00
C 3.19367 -4.76856 -1.20311 0.01 -0.01 -0.01 0.00
H 2.91194 5.24013 0.08874 0.00 -0.02 0.01 0.00
H 3.12452 3.60242 0.79855 0.02 0.01 0.01 0.00
H 1.76600 4.62801 1.29924 0.00 -0.01 0.01 0.00
H 0.91936 5.61980 -1.31209 -0.02 -0.02 0.00 0.00
H -0.14562 4.85166 -0.10337 -0.01 0.00 0.00 0.00
H -0.11577 4.21550 -1.73967 -0.02 0.02 -0.02 0.00
H 3.35065 3.04737 -1.36368 -0.01 -0.02 -0.03 0.00
H 2.58397 4.29106 -2.35592 -0.03 -0.04 -0.01 0.00
H 2.37802 2.21405 -3.56065 0.02 0.01 0.03 0.00
H 0.76576 2.59549 -2.93446 0.00 0.00 0.00 0.00
H 1.07268 -0.92423 -2.29807 -0.01 0.03 0.04 0.00
H 1.20885 0.04372 -3.75577 -0.02 -0.02 0.03 0.00
H -0.70399 -1.47552 -4.00803 0.02 -0.02 -0.02 0.00
H -4.49216 0.12503 -2.92603 -0.05 0.00 0.00 0.00
H -2.27188 3.76996 -1.49101 0.04 0.01 0.02 0.00
H -3.92794 4.26136 -1.08928 -0.01 0.03 0.02 0.00
H -3.53362 3.74622 -2.73661 0.00 0.00 -0.02 0.00
H -2.37397 2.05880 0.45357 -0.06 0.00 -0.02 0.00
H -3.68806 0.88189 0.48302 -0.02 -0.02 0.00 0.00
H -4.03321 2.58803 0.79056 -0.01 0.02 0.02 0.00
H -5.43280 2.08776 -2.59817 0.00 0.01 -0.03 0.00
H -5.71347 2.69435 -0.96368 0.00 0.01 0.01 0.00
H -5.52943 0.96432 -1.23144 0.01 -0.04 0.01 0.00
H -3.26493 -3.33243 -2.74220 -0.02 0.01 0.01 0.00
H -1.90384 -3.45534 -3.85422 0.02 0.00 0.01 0.00
H -3.48208 -4.09432 -4.32840 0.00 -0.01 -0.01 0.00
H -5.29554 -1.90148 -3.38895 0.02 -0.01 0.03 0.00
H -5.30701 -2.61341 -5.00281 0.00 -0.01 -0.01 0.00
H -5.21562 -0.86019 -4.81311 0.01 0.02 -0.02 0.00
H -1.79247 -1.92805 -5.91458 0.02 -0.01 0.00 0.00
H -3.18833 -0.93317 -6.32330 0.00 0.02 0.01 0.00
H -3.29727 -2.69883 -6.42537 -0.02 -0.01 -0.01 0.00
H 3.75581 1.17509 -1.68289 -0.01 0.00 0.03 0.00
H 3.27389 -0.13622 -2.76106 0.00 -0.01 0.02 0.00
H 3.15472 -2.33422 -1.79813 0.00 -0.02 -0.03 0.00
H 3.71174 -2.74347 2.40505 0.00 -0.01 0.03 0.00
H 1.77275 0.02745 3.85982 -0.06 -0.04 0.00 0.00
H 2.27328 1.44332 2.94971 0.00 0.03 -0.02 0.00
H 2.91207 1.17015 4.58774 -0.01 0.02 0.02 0.00
H 3.39850 -1.84303 4.34998 -0.04 0.00 -0.01 0.00
H 4.44181 -0.61966 5.06952 0.01 0.01 0.00 0.00
H 5.08633 -1.70345 3.83203 0.01 -0.01 -0.01 0.00
H 4.74013 1.61500 2.15165 -0.02 0.02 -0.03 0.00
H 5.86013 0.29388 2.52604 0.01 -0.01 -0.01 0.00
H 5.24603 1.32798 3.82786 0.01 0.01 0.01 0.00
H 2.25277 -4.48861 2.10075 0.01 0.01 0.03 0.00
H 2.16302 -5.90017 1.03819 0.00 -0.02 -0.01 0.00
H 1.23534 -4.43159 0.67034 -0.02 0.01 -0.01 0.00
H 4.79677 -4.58636 1.84189 0.00 0.02 0.02 0.00
H 5.52767 -4.42475 0.24641 0.00 0.00 -0.03 0.00
H 4.69076 -5.92235 0.69366 -0.01 -0.02 0.01 0.00
H 2.26573 -4.40526 -1.64687 -0.03 0.01 0.00 0.00
H 3.16218 -5.86054 -1.20889 0.01 -0.01 0.00 0.00
H 4.02239 -4.45259 -1.84007 0.02 0.01 0.00 0.00
C -3.80070 2.49616 5.38908 -0.08 -0.02 0.03 0.00
C -2.68903 3.32255 5.32791 0.02 0.02 0.00 0.00
C -1.68120 3.06357 4.41185 -0.02 -0.04 0.04 0.00
C -1.74731 1.97200 3.54319 0.06 -0.29 -0.11 0.00
C -2.88209 1.15548 3.60850 -0.02 0.07 0.02 0.00
C -3.89134 1.41469 4.52031 0.03 0.01 0.00 0.00
C -0.66177 1.78666 2.54946 0.07 0.42 0.04 0.03
C -0.30789 0.78191 1.72713 -0.17 0.22 0.08 0.02
C -0.88119 -0.56801 1.83747 0.15 0.07 -0.11 0.00
C -0.82618 -1.27887 3.04369 0.01 -0.05 -0.06 0.00
C -1.26458 -2.59016 3.12310 -0.01 -0.02 -0.03 0.00
C -1.78557 -3.22414 2.00144 -0.04 -0.07 -0.03 0.00
C -1.85454 -2.53025 0.79889 0.01 0.01 0.04 0.00
C -1.39374 -1.22586 0.71233 -0.02 -0.05 0.04 0.00
H -4.59472 2.69596 6.09808 0.00 0.00 0.01 0.00
H -2.60405 4.17588 5.99061 -0.02 -0.01 0.01 0.00
H -0.81784 3.71812 4.36378 0.02 0.00 -0.02 0.00
H -2.98023 0.32042 2.93022 0.02 0.00 -0.02 0.00
H -4.75997 0.76753 4.54345 -0.02 0.02 0.03 0.00
H -0.08542 2.72124 2.47178 -0.03 -0.04 -0.04 0.01
H -0.43609 -0.78519 3.92521 0.04 0.03 0.00 0.00
H -1.20210 -3.12036 4.06658 0.00 -0.01 0.00 0.00
H -2.12535 -4.25158 2.05974 0.00 0.01 0.01 0.00
H -2.25394 -3.00858 -0.08771 -0.01 -0.03 0.00 0.00
H -1.43741 -0.70924 -0.24158 0.04 0.02 0.05 0.00
```
Forces are in eV/Å.